A cluster of 2 separate species, C3H7NO2 in total at a distorted geometry, computed with ωB97M-V with the def2-TZVPD basis set.

Last column: Löwdin charge in e.
Cartesian coordinates (Å):
O (0.70579, 0.49820, 1.64756)  -0.016
O (1.40080, 1.30821, -0.33805)  -0.033
N (-1.06171, -2.10467, -0.95623)  0.263
C (-0.78759, -0.76892, -0.97153)  -0.335
C (-1.84486, 0.01208, -0.19032)  -0.088
C (1.53604, 0.92452, 0.85063)  -0.598
H (2.61318, 1.00827, 1.15092)  0.135
H (-1.69122, -0.03928, 0.88122)  0.070
H (-2.80531, -0.45011, -0.41750)  0.074
H (-0.19742, -2.55550, -1.30883)  0.096
H (-1.83772, 1.05500, -0.49400)  0.082
H (0.22911, -0.62154, -0.44092)  0.168
H (-0.75346, -0.38184, -2.00900)  0.183

## Properties
Energy above the lowest of the compared OMol25 structures with the same formula, charge and spin, kcal/mol: 157.09
Orbital gap, eV: 4.42
Max |F|, hartree/bohr: 0.0581
Calculated total energy, eV: -8803.717